Record 1
Here is a molecular structure, C4H9N3O at a distorted geometry from the Open Molecules 2025 dataset. Energies are from ωB97M-V with the def2-TZVPD basis set.

Structure (XYZ):
```
17
Properties=species:S:1:pos:R:3:lowdin_charge:R:1
C 1.2175 -2.1858 0.4960 -0.147
C -0.7257 1.8453 -0.8375 -0.010
C -0.5693 -0.8722 -0.4389 -0.525
C -0.2253 0.9908 0.3074 -0.428
N 0.4979 1.7164 1.2317 0.138
O -1.6203 -0.8357 -1.3097 0.043
N -0.7079 -0.1443 0.7589 0.154
N 0.0188 -2.0041 -0.2766 0.023
H -1.7464 -1.7388 -1.6358 0.111
H 0.9665 2.5637 0.9615 0.094
H 0.8358 1.2330 2.0459 0.098
H 1.3456 -3.2598 0.6431 0.065
H 2.0895 -1.8057 -0.0413 0.073
H 1.1573 -1.6982 1.4728 0.059
H -0.0303 1.7564 -1.6725 0.090
H -0.7818 2.8945 -0.5570 0.081
H -1.7220 1.5446 -1.1480 0.081
```

Calculated values
lowest unoccupied orbital energy: 0.65 eV
Kohn-Sham gap: 9.20 eV
ΔE to the lowest compared entry with this formula, charge and spin: 267.3 kJ/mol
strongest force on any atom: 6.684 eV/Å
E_tot: -397.24884 Eh

***

Record 2
Here is 8 unconnected molecules or ions with the total composition C34H63ClFIO11S7 at a distorted geometry from the Open Molecules 2025 dataset. Energies are from ωB97M-V with the def2-TZVPD basis set.

Structure (XYZ):
```
118
Properties=species:S:1:pos:R:3:lowdin_charge:R:1
C -0.0873 -0.3211 8.0963 -0.104
C -1.3268 -0.5403 7.1814 -0.284
C -1.1712 0.2489 5.8434 -0.645
I -3.0606 1.0268 5.1182 0.856
C -0.3843 -0.5316 4.7927 -0.166
C 0.9104 -0.7369 4.9991 0.072
C 1.7086 -1.4653 3.9475 -0.296
O 2.6052 -2.2329 4.2338 0.110
C 1.2587 -1.1821 2.5233 -0.058
C -0.0861 -0.9916 2.3159 -0.084
C -0.6255 -0.7332 1.0845 0.041
C 0.2233 -0.6254 0.0066 -0.190
C -0.4229 -0.2923 -1.3329 -0.127
C -1.0071 1.1237 -1.3980 -0.169
F -0.0884 1.9890 -2.0042 -0.074
C 1.5887 -0.7972 0.2210 -0.464
Cl 2.7279 -0.6120 -1.1144 0.760
C 2.1461 -1.0844 1.4616 -0.182
C 3.6352 -1.2440 1.6385 -0.158
C 4.3972 0.0910 1.8936 -0.151
C 3.5941 1.1505 2.6842 -0.151
C 3.1376 2.2855 1.7560 -0.169
O 2.0871 3.0803 2.3237 -0.009
C 2.5145 3.9806 3.2166 -0.340
O 3.6644 4.2989 3.4184 0.064
C -0.9907 -1.0710 3.5192 -0.306
O -2.0974 -1.5620 3.4422 0.045
H 0.4562 -1.2650 8.1568 0.064
H 0.5944 0.4325 7.6943 0.041
H -0.3996 0.0376 9.0761 0.077
H -1.4295 -1.5907 6.9354 0.079
H -2.2192 -0.1549 7.6756 0.075
H -0.5744 1.1369 6.0633 0.054
H 1.4457 -0.3759 5.8707 0.130
H -1.7060 -0.6230 1.0184 0.128
H 0.2841 -0.3644 -2.1702 0.051
H -1.2277 -0.9927 -1.5777 0.124
H -1.8735 1.1063 -2.0657 0.118
H -1.2800 1.5376 -0.4243 0.119
H 4.0144 -1.7012 0.7200 0.079
H 3.8927 -1.9479 2.4275 0.102
H 4.6519 0.5192 0.9179 0.098
H 5.2983 -0.1399 2.4640 0.111
H 4.2839 1.6165 3.4005 0.114
H 2.7696 0.7531 3.2790 0.103
H 2.7209 1.8079 0.8614 0.116
H 3.9857 2.8787 1.4078 0.132
H 1.7102 4.4780 3.7842 0.136
C -3.9465 -3.3642 1.6528 -0.268
S -4.1993 -2.6378 0.0296 0.793
O -4.2237 -1.1601 0.2036 -0.555
C -5.9024 -3.1815 -0.1673 -0.274
H -2.9446 -3.1027 1.9817 0.021
H -4.6750 -2.9671 2.3600 0.065
H -4.0374 -4.4494 1.5835 0.054
H -6.5104 -2.7915 0.6494 0.058
H -5.9360 -4.2711 -0.1782 0.050
H -6.2749 -2.7975 -1.1151 0.049
C 0.7012 0.1298 -6.2659 -0.280
S 0.0838 -1.3238 -5.4141 0.829
O 0.6878 -1.3331 -4.0493 -0.569
C 0.9819 -2.5229 -6.4073 -0.259
H 0.2894 1.0111 -5.7763 0.053
H 1.7907 0.1577 -6.2102 0.059
H 0.3784 0.1110 -7.3064 0.031
H 2.0537 -2.3283 -6.3449 0.059
H 0.6488 -2.4603 -7.4433 0.059
H 0.7691 -3.5173 -6.0196 0.009
C -1.1666 -4.9617 10.2824 -0.269
S -1.4606 -4.2487 8.6579 0.830
O -1.4848 -2.7712 8.8211 -0.542
C -3.1673 -4.7967 8.5135 -0.267
H -0.1553 -4.7012 10.5880 0.051
H -1.8810 -4.5554 10.9987 0.058
H -1.2610 -6.0465 10.2266 0.052
H -3.7535 -4.4005 9.3430 0.059
H -3.2003 -5.8865 8.5124 0.052
H -3.5656 -4.4206 7.5730 0.051
C -0.4465 -5.8814 -2.7124 -0.263
S -0.1703 -5.8903 -4.4878 0.796
O -1.1341 -4.9329 -5.0924 -0.550
C -0.8076 -7.5476 -4.7743 -0.272
H -0.1472 -4.9073 -2.3292 0.052
H -1.5033 -6.0487 -2.5025 0.057
H 0.1602 -6.6582 -2.2462 0.053
H -1.8411 -7.6096 -4.4326 0.057
H -0.1890 -8.2711 -4.2428 0.052
H -0.7639 -7.7484 -5.8430 0.049
C 2.6256 2.8198 -10.7196 -0.260
S 2.2477 2.1621 -9.0922 0.800
O 0.8699 1.6000 -9.1529 -0.557
C 2.1419 3.7514 -8.2575 -0.257
H 2.6997 1.9878 -11.4169 0.056
H 1.8340 3.4946 -11.0452 0.027
H 3.5786 3.3481 -10.6860 0.059
H 1.3791 4.3677 -8.7319 0.033
H 3.1108 4.2492 -8.3009 0.057
H 1.8722 3.5727 -7.2181 0.050
C -0.2095 6.0934 -10.7472 -0.272
S -0.0755 5.8272 -12.5202 0.809
O 1.2893 5.2985 -12.7884 -0.555
C -0.0762 7.5669 -12.9739 -0.273
H -0.1884 5.1213 -10.2573 0.033
H 0.6290 6.6984 -10.3993 0.061
H -1.1532 6.5909 -10.5238 0.056
H 0.7541 8.0768 -12.4845 0.058
H -1.0239 8.0182 -12.6795 0.053
H 0.0388 7.6359 -14.0537 0.050
C -0.4810 4.3500 6.3996 -0.276
S 0.5482 4.2735 7.8696 0.813
O 0.4483 2.8893 8.4015 -0.549
C -0.5013 5.3170 8.8906 -0.270
H -0.0265 3.7241 5.6326 0.033
H -1.4821 3.9789 6.6239 0.047
H -0.5315 5.3794 6.0430 0.055
H -1.4996 4.8835 8.9573 0.059
H -0.5503 6.3166 8.4581 0.053
H -0.0604 5.3727 9.8839 0.049
```

Calculated values
lowest unoccupied orbital energy: -0.40 eV
Kohn-Sham gap: 7.99 eV
strongest force on any atom: 1.678 eV/Å
E_tot: -5805.78502 Eh

***

Record 3
Here is a gas-phase ion, C10H22N5O (charge +1) from the Open Molecules 2025 dataset. Energies are from ωB97M-V with the def2-TZVPD basis set.

Structure (XYZ):
```
38
Properties=species:S:1:pos:R:3:lowdin_charge:R:1
C 1.9845 -1.3086 1.6297 -0.091
C 3.2448 -1.0758 0.7749 -0.232
C 3.0003 -0.6419 -0.6804 -0.183
C 1.8898 -1.3983 -1.4310 -0.163
N 0.8530 -0.5631 -2.0812 0.050
N 0.1980 0.2818 -1.2044 -0.080
N 0.5768 1.5725 -0.9913 0.227
C -0.2766 2.0242 -0.1147 -0.246
C -0.2951 3.3976 0.4773 -0.196
N 1.0434 3.7721 0.9032 0.021
N -1.1728 1.0357 0.2128 0.236
C -0.8729 -0.0582 -0.5044 -0.175
C -1.5517 -1.3773 -0.5218 -0.041
C -2.9358 -1.4171 0.1202 -0.418
C -4.0009 -0.6191 -0.6113 -0.031
O -2.7994 -1.0200 1.4832 -0.024
H 1.9748 -0.6555 2.5032 0.073
H 1.9277 -2.3294 2.0074 0.079
H 1.0586 -1.1139 1.0818 0.032
H 3.8326 -0.2870 1.2476 0.104
H 3.8844 -1.9593 0.7916 0.108
H 3.9274 -0.7874 -1.2385 0.111
H 2.8134 0.4341 -0.7089 0.094
H 1.3732 -2.1194 -0.7963 0.102
H 2.3113 -1.9743 -2.2547 0.126
H 1.2465 0.0183 -2.8138 0.144
H -0.6255 4.0942 -0.2972 0.131
H -1.0433 3.3982 1.2817 0.119
H 1.4818 3.0248 1.4292 0.074
H 1.0029 4.5801 1.5124 0.084
H -1.9024 1.0986 0.9076 0.167
H -0.9005 -2.0836 0.0027 0.133
H -1.6168 -1.7209 -1.5577 0.145
H -3.2249 -2.4734 0.0888 0.150
H -4.9880 -0.8724 -0.2222 0.095
H -3.8642 0.4611 -0.4939 0.082
H -3.9907 -0.8403 -1.6793 0.096
H -3.5636 -0.4972 1.7477 0.100
```

Calculated values
lowest unoccupied orbital energy: -2.58 eV
Kohn-Sham gap: 10.40 eV
ΔE to the lowest compared entry with this formula, charge and spin: 0.0 kJ/mol
charge: +1
strongest force on any atom: 0.472 eV/Å
E_tot: -743.00159 Eh

***

Record 4
Here is 2 unconnected molecules or ions with the total composition CH8N2 at a distorted geometry from the Open Molecules 2025 dataset. Energies are from ωB97M-V with the def2-TZVPD basis set.

Structure (XYZ):
```
11
Properties=species:S:1:pos:R:3:lowdin_charge:R:1
C 1.0848 -1.7380 -1.5148 -0.222
N 0.8102 -3.1011 -1.8312 -0.076
H 0.7121 -0.9225 -2.1250 0.058
H 0.7803 -1.5808 -0.4708 0.071
H 2.1570 -1.5785 -1.3305 0.066
H 0.2731 -3.7055 -1.2420 0.052
H 1.4318 -3.5993 -2.4359 0.050
N -1.5600 4.0136 2.8947 -0.001
H -2.2581 4.6365 3.3107 0.009
H -1.9360 3.0954 2.7450 -0.005
H -1.4951 4.4802 1.9997 -0.003
```

Calculated values
lowest unoccupied orbital energy: 1.21 eV
Kohn-Sham gap: 9.97 eV
ΔE to the lowest compared entry with this formula, charge and spin: 41.0 kJ/mol
strongest force on any atom: 2.619 eV/Å
E_tot: -152.37408 Eh